Entry i
CH2ClNO in the gas phase. Source: the Open Molecules 2025 dataset; level of theory: the ωB97M-V functional and the def2-TZVPD basis.

The SMILES is C=[N+]([O-])Cl. The HOMO-LUMO gap comes out at 9.57 eV. The value obtained for the HOMO energy is -10.22 eV. The LUMO energy is -0.6509 eV.

Each atom is followed by the atoms it is bonded to, with distances in Å.
Atoms and positions in Å:
1 C 0.08501 0.46042 0.61471  N2 1.240, H5 1.050, H6 1.010
2 N 0.18003 -0.28250 -0.37357  C1 1.240, O3 1.187, Cl4 1.922
3 O 1.11429 -0.75879 -0.93065  N2 1.187
4 Cl -1.45777 -0.78034 -1.24658  N2 1.922
5 H 0.96644 0.81034 1.06507  C1 1.050
6 H -0.88800 0.55087 0.87102  C1 1.010

---

Entry ii
CH2ClNO in the gas phase. Source: the Open Molecules 2025 dataset; level of theory: the ωB97M-V functional and the def2-TZVPD basis.

The SMILES is O=CNCl. The HOMO-LUMO gap comes out at 10.60 eV. The value obtained for the HOMO energy is -9.95 eV. The LUMO energy is 0.6444 eV.

Each atom is followed by the atoms it is bonded to, with distances in Å.
Atoms and positions in Å:
1 C -0.01948 -0.45247 0.79608  N2 1.677, O3 1.150, H5 1.040
2 N -0.40236 0.45715 -0.56026  C1 1.677, Cl4 1.795, H6 1.045
3 O 0.32981 -1.54774 0.82628  C1 1.150
4 Cl 0.36474 -0.10757 -2.08196  N2 1.795
5 H -0.38097 0.29524 1.42240  C1 1.040
6 H 0.10827 1.35539 -0.40253  N2 1.045

---

entry ii has the most favorable energy; the next structure is 0.0545 hartree above.